Record 1
85
Properties=species:S:1:pos:R:3:forces:R:3:mulliken_charge:R:1 method="wB97M-V/def2-TZVPD" orbital_gap_ev=6.909 total_charge=+1
C 7.587 1.172 2.029 0.0706 0.2035 -0.0044 -1.15
C 7.840 0.073 1.007 0.1445 -0.0974 0.2493 -0.55
C 6.926 -1.148 1.146 -0.3053 0.4684 -0.2035 -0.41
C 5.465 -0.745 1.312 0.1711 -0.2901 0.0741 -0.72
N 4.574 -1.892 1.026 -0.0348 0.3867 -0.0899 -0.40
C 3.271 -1.463 0.601 0.2985 -0.2886 0.0469 0.19
C 2.322 -2.632 0.569 -0.3019 -0.3356 -0.1836 -0.98
N 1.004 -2.149 0.008 0.1578 -0.3052 0.2963 0.26
C 0.470 -0.861 0.615 -0.2309 0.2952 0.4007 0.56
B -0.321 -1.155 2.030 -0.0100 -0.0188 0.0710 0.71
C -1.724 -1.824 2.129 0.1857 0.1646 -0.1115 -0.70
O 0.262 -0.726 3.184 -0.3746 -0.7220 0.0964 -0.53
C -0.432 -0.154 -0.423 0.5667 0.1009 0.1456 -0.39
Br -1.555 -1.384 -1.452 -0.1391 -0.0187 -0.0061 -0.10
C -1.265 0.969 0.163 -0.3441 0.1493 -0.1763 -0.48
C -1.731 2.002 -0.885 0.3006 -0.3161 0.6705 -1.42
C 1.632 0.118 0.927 0.1791 -0.1270 -0.4250 -1.33
O 2.734 -0.538 1.513 -0.0479 0.2245 0.0530 -0.47
H 8.337 1.954 1.925 0.0542 0.0274 0.0241 0.38
H 7.644 0.806 3.054 -0.0115 -0.0942 0.0436 0.31
H 6.621 1.658 1.897 -0.0977 -0.0570 -0.0002 0.28
H 8.868 -0.269 1.127 0.0779 -0.0138 -0.1266 0.37
H 7.766 0.485 0.001 -0.0807 0.0163 -0.0660 0.31
H 7.249 -1.756 1.989 -0.0345 -0.2105 -0.0250 0.30
H 6.994 -1.723 0.218 0.2202 -0.2664 0.0990 0.34
H 5.260 0.092 0.633 -0.1186 0.0828 0.0046 0.32
H 5.281 -0.428 2.334 -0.0936 0.2247 -0.0051 0.26
H 4.989 -2.364 0.228 -0.0233 -0.3226 0.1128 0.30
H 3.298 -1.003 -0.407 -0.0302 0.2007 0.0111 0.44
H 2.675 -3.458 -0.044 -0.0514 0.0289 -0.1693 0.50
H 2.122 -3.018 1.565 0.1600 0.1316 0.1603 0.26
H 0.310 -2.874 0.192 -0.1371 -0.0058 -0.2238 0.48
H 1.067 -2.096 -1.012 0.0408 0.2234 -0.0210 0.03
H -1.659 -2.645 2.845 -0.0839 -0.0577 0.0482 0.39
H -2.409 -1.093 2.568 -0.0995 -0.0243 0.0651 0.37
H -2.144 -2.176 1.195 -0.0960 -0.0275 -0.0583 -0.05
H 1.141 -1.070 3.368 0.4400 0.6318 -0.0843 0.33
H 0.240 0.266 -1.173 -0.0868 -0.0594 -0.1917 0.65
H -2.140 0.542 0.651 0.0099 -0.0149 0.1737 0.32
H -0.702 1.490 0.939 0.2007 -0.1020 0.0386 0.06
H -1.660 2.985 -0.428 -0.2751 0.1418 -0.0969 0.26
H -2.760 1.789 -1.151 -0.0283 0.2010 -0.3776 0.35
H -1.078 1.998 -1.756 -0.1226 -0.0437 -0.1951 0.46
H 1.954 0.637 0.016 0.0669 -0.0375 -0.0732 0.63
H 1.295 0.871 1.628 -0.0691 -0.0066 0.1004 0.32
N -4.424 4.504 2.253 0.0532 0.0279 0.0251 0.03
C -3.958 5.068 3.409 -0.0177 -0.0036 -0.0231 -0.46
C -2.922 4.300 3.867 0.0161 0.0017 0.0097 -0.93
C -2.757 3.227 2.949 0.0330 0.0077 -0.0520 0.27
C -3.697 3.384 1.964 -0.0045 -0.0639 -0.0962 -0.88
H -5.184 4.858 1.703 -0.0150 0.0014 -0.0023 0.21
H -4.401 5.965 3.806 0.0039 0.0039 0.0157 0.41
H -2.350 4.483 4.760 0.0019 0.0006 0.0070 0.39
H -2.032 2.430 3.012 -0.0094 -0.0111 0.0310 0.50
H -3.915 2.795 1.089 -0.0326 -0.0072 0.0078 0.48
N -2.142 5.698 -2.513 -0.0311 -0.0470 -0.0066 0.02
C -3.131 5.807 -1.572 0.0295 -0.0389 0.0229 -0.48
C -4.215 6.389 -2.172 -0.0232 -0.0351 0.0132 -0.38
C -3.867 6.638 -3.528 -0.0148 0.0105 -0.0086 -0.47
C -2.583 6.203 -3.707 0.0178 -0.0214 0.0241 -0.51
H -1.230 5.316 -2.352 0.0342 0.0408 0.0070 0.21
H -2.980 5.466 -0.560 0.0124 0.0366 0.0174 0.46
H -5.153 6.615 -1.695 -0.0080 0.0121 -0.0042 0.39
H -4.489 7.090 -4.282 -0.0062 0.0052 -0.0017 0.39
H -1.949 6.211 -4.576 -0.0014 0.0141 -0.0096 0.38
N -4.303 -4.117 0.602 0.0043 -0.0347 0.0038 0.09
C -4.975 -4.926 -0.276 0.0358 0.0055 0.0176 -0.45
C -5.793 -5.745 0.453 -0.0073 -0.0077 -0.0045 -0.50
C -5.611 -5.417 1.824 -0.0042 -0.0066 0.0110 -0.57
C -4.688 -4.409 1.885 0.0420 0.0012 -0.0264 -0.28
H -3.633 -3.420 0.346 -0.0473 0.0596 -0.0452 0.19
H -4.817 -4.849 -1.338 -0.0139 -0.0056 -0.0087 0.36
H -6.452 -6.495 0.050 -0.0087 -0.0035 0.0016 0.40
H -6.105 -5.868 2.667 -0.0087 -0.0029 0.0024 0.39
H -4.277 -3.877 2.726 -0.0144 0.0053 0.0136 0.35
N 0.592 -2.913 -3.944 0.1679 0.0055 0.1022 0.18
C 0.296 -3.747 -4.988 0.0311 -0.0030 0.0281 -0.47
C 1.311 -3.649 -5.900 0.0019 -0.0082 0.0029 -0.48
C 2.259 -2.721 -5.390 0.0343 0.0025 0.0014 -0.58
C 1.788 -2.283 -4.183 -0.0270 -0.0481 0.0646 -0.35
H 0.031 -2.775 -3.125 -0.2378 0.0103 -0.1325 0.08
H -0.605 -4.336 -4.992 -0.0056 -0.0023 -0.0160 0.39
H 1.368 -4.181 -6.834 0.0015 0.0039 -0.0111 0.40
H 3.176 -2.410 -5.860 0.0017 0.0000 -0.0121 0.41
H 2.199 -1.573 -3.482 -0.0005 0.0543 -0.0400 0.38

***

Record 2
94
Properties=species:S:1:pos:R:3:forces:R:3:mulliken_charge:R:1 method="wB97M-V/def2-TZVPD" e_above_lowest_kj_mol=83.1 orbital_gap_ev=10.260 smiles="C[C@@H]1COC(=O)O1.C[C@@H]1COC(=O)O1.C[C@@H]1COC(=O)O1.C[C@@H]1COC(=O)O1.C[C@@H]1COC(=O)O1.CCCOBCCCCOC=O"
C -2.862 -3.125 -3.957 -0.2017 -0.7671 -0.3025 -0.43
C -2.130 -2.342 -5.162 0.0481 -0.1277 0.7513 -0.52
C -1.609 -0.933 -4.580 1.5916 -0.8460 -0.5722 -0.05
O -2.659 -0.216 -3.842 -0.9827 -0.1454 -2.9479 -0.37
B -3.619 0.295 -4.780 -0.6228 -0.2576 1.8903 0.50
C -5.191 0.614 -4.407 0.6269 0.6009 0.9961 -0.74
C -5.588 0.182 -2.913 0.7521 0.2757 0.3008 -0.31
C -5.952 -1.367 -2.717 -1.2746 0.1180 0.0300 0.43
C -6.516 -2.114 -4.012 0.7709 -1.5866 1.1935 -0.88
O -7.921 -1.758 -4.285 0.8785 0.7202 -3.0832 -0.36
C -8.067 -1.752 -5.716 0.0680 -3.3245 -0.9498 0.25
O -7.949 -2.791 -6.420 -0.3767 4.4028 2.9434 -0.51
H -2.784 -2.609 -2.943 -0.0707 -0.4315 -1.5564 0.11
H -2.417 -4.183 -3.805 -0.7568 1.6748 -0.4038 0.39
H -3.964 -3.244 -4.228 1.4485 0.0548 0.6259 -0.07
H -2.817 -2.228 -6.084 0.9094 0.0272 1.5817 0.27
H -1.258 -3.007 -5.519 -1.0503 1.3523 0.5305 0.30
H -1.193 -0.289 -5.448 -0.7497 -0.8568 1.4490 0.22
H -0.709 -1.180 -3.881 -1.9974 0.7215 -0.9973 -0.05
H -3.295 0.556 -5.888 0.3971 -0.1502 -0.3232 -0.19
H -5.255 1.774 -4.433 0.0573 -1.6778 -0.1442 0.26
H -5.896 0.248 -5.226 0.8881 0.4738 1.0635 0.09
H -6.395 0.877 -2.464 1.1219 -1.3594 -0.9155 0.41
H -4.651 0.379 -2.263 -1.5703 -0.2481 -1.0275 0.10
H -5.099 -1.996 -2.268 -1.1580 1.0964 -0.9526 0.00
H -6.799 -1.404 -1.931 1.3812 -0.1148 -1.3280 0.18
H -6.531 -3.247 -3.770 0.1945 1.7415 -0.4956 0.32
H -5.900 -1.977 -4.962 -0.6566 -0.0450 1.3932 0.40
H -8.300 -0.731 -6.183 0.1482 -1.2810 0.8954 0.35
C -6.204 -4.242 1.560 -0.2802 -0.0541 -0.2918 -1.55
C -5.488 -2.913 1.454 -0.1494 -1.1780 0.2557 0.60
C -5.718 -1.999 2.621 0.3343 -0.0282 0.6898 -0.57
O -5.504 -0.717 2.041 -0.1670 0.0867 -0.6610 -0.34
C -5.818 -0.831 0.719 -0.0686 0.7473 -0.4678 0.62
O -5.923 0.095 -0.034 0.0438 -0.7024 0.8092 -0.49
O -5.998 -2.138 0.371 0.0934 0.8130 0.1494 -0.34
H -5.732 -4.881 2.310 0.0345 0.0957 -0.0648 0.39
H -7.255 -4.106 1.831 0.1113 0.0765 0.0220 0.36
H -6.193 -4.760 0.598 0.1462 0.0112 0.1184 0.37
H -4.420 -3.077 1.273 -0.0342 0.1167 0.1112 0.27
H -5.018 -2.178 3.439 0.0222 0.2158 -0.1269 0.32
H -6.741 -2.034 3.010 0.0164 -0.1615 -0.1297 0.31
C -1.909 1.607 1.500 -0.3367 -0.1743 -0.1975 -1.42
C -1.343 0.754 2.614 -0.3275 1.0418 -0.7047 0.49
C 0.099 0.385 2.429 0.6156 0.4347 0.0116 0.33
O 0.196 -0.823 3.180 -0.6320 -0.4899 0.1418 -0.35
C -1.044 -1.390 3.162 -0.0940 -0.7252 0.1767 0.65
O -1.288 -2.500 3.542 0.1155 0.7376 -0.2586 -0.57
O -1.969 -0.527 2.652 0.4628 -0.6922 0.4093 -0.27
H -1.516 2.624 1.548 0.0185 -0.0977 0.0613 0.40
H -1.668 1.188 0.518 0.0755 -0.0021 0.1283 0.31
H -3.000 1.646 1.564 0.1044 0.0779 0.1046 0.33
H -1.517 1.239 3.582 0.1038 -0.0748 0.0011 0.21
H 0.780 1.142 2.820 -0.0607 -0.2489 -0.0005 -0.39
H 0.364 0.166 1.390 -0.1659 0.1124 0.0047 0.27
C 4.975 -2.197 -4.402 0.2256 0.1158 0.3021 -1.46
C 3.493 -2.230 -4.099 1.0659 -0.2654 -0.4261 0.50
C 2.677 -1.284 -4.930 -0.2064 -0.0350 -0.6749 -0.53
O 1.547 -1.053 -4.096 0.2779 -0.0692 0.5699 -0.22
C 1.974 -1.223 -2.810 -0.4163 0.2775 0.9178 0.58
O 1.336 -0.935 -1.841 0.4125 -0.2134 -0.7606 -0.53
O 3.226 -1.764 -2.779 -0.7575 0.2834 0.0241 -0.34
H 5.189 -2.666 -5.364 -0.0782 -0.0005 0.0748 0.37
H 5.352 -1.170 -4.425 -0.1314 -0.0583 -0.0220 0.35
H 5.537 -2.719 -3.623 -0.1041 -0.0809 -0.1395 0.36
H 3.120 -3.258 -4.171 -0.0832 0.0952 -0.0525 0.26
H 2.374 -1.718 -5.885 -0.1657 0.0782 0.1464 0.33
H 3.172 -0.325 -5.113 0.1359 -0.1362 0.0649 0.28
C 5.060 3.144 4.896 0.1669 -0.0854 -0.3005 -1.47
C 3.903 3.672 4.076 0.8112 -0.1650 0.9950 0.50
C 2.702 2.774 4.064 -0.4452 -0.1079 0.5053 -0.55
O 2.074 3.131 2.835 0.2989 0.2193 -0.3979 -0.26
C 3.068 3.572 2.008 0.1121 0.2085 -1.0590 0.62
O 2.930 3.785 0.839 0.0247 -0.1865 0.8881 -0.55
O 4.236 3.732 2.691 -0.7610 -0.0522 -0.4713 -0.35
H 4.846 3.213 5.965 -0.0158 0.0408 -0.0854 0.37
H 5.276 2.101 4.652 -0.0712 0.1383 0.0194 0.39
H 5.970 3.710 4.682 -0.1466 0.0239 0.1185 0.29
H 3.646 4.687 4.401 -0.1381 -0.0729 -0.0541 0.26
H 2.034 2.953 4.908 -0.0804 0.0238 -0.2113 0.38
H 2.953 1.709 4.025 0.1843 0.1008 0.0698 0.35
C 10.405 5.021 6.575 -0.3368 0.2184 0.0159 -1.43
C 10.141 3.550 6.336 0.5030 1.0235 0.4007 0.51
C 10.721 3.025 5.055 0.6398 -0.1681 -0.1696 -0.53
O 9.871 1.918 4.776 -0.6075 0.0472 0.2268 -0.31
C 8.664 2.202 5.344 -0.7333 -0.5199 -0.1984 0.63
O 7.662 1.575 5.157 0.8123 0.4259 0.1578 -0.51
O 8.750 3.298 6.151 -0.1464 -0.6520 -0.4232 -0.32
H 11.451 5.194 6.835 -0.0744 -0.0806 -0.0004 0.38
H 10.164 5.616 5.689 0.0430 -0.1368 0.0173 0.35
H 9.773 5.396 7.384 0.1612 -0.1059 0.0228 0.35
H 10.474 2.965 7.200 0.0192 -0.0555 -0.1256 0.27
H 11.757 2.702 5.163 -0.1667 -0.1513 -0.0759 0.31
H 10.650 3.731 4.222 -0.0240 0.1003 0.1742 0.31